ORCA calculation (ωB97M-V with the def2-TZVPD basis set) on C6H8 in the gas phase.

The geometry in XYZ format:
```
14
Properties=species:S:1:pos:R:3:lowdin_charge:R:1
C -2.04622 1.83208 0.38540 -0.111
C -1.43132 0.52280 0.61584 -0.087
C -0.54008 -0.28831 0.67599 -0.023
C 0.79860 -0.83243 0.58862 -0.295
C 1.31203 -1.80143 -0.45094 -0.117
C 1.49702 -0.33428 -0.66053 -0.126
H -1.79597 2.50588 1.21157 0.078
H -3.12822 1.81888 0.25609 0.065
H -1.58112 2.25839 -0.51261 0.079
H 1.36081 -0.82792 1.51990 0.133
H 2.20244 -2.34738 -0.14846 0.099
H 0.64171 -2.36276 -1.09402 0.103
H 2.47179 0.13250 -0.59013 0.099
H 0.82561 0.15169 -1.36221 0.104
```

The value obtained for the LUMO energy is 1.12 eV. The value obtained for the HOMO energy is -8.85 eV. For the energy above the lowest of the compared OMol25 structures with the same formula, charge and spin, the calculation gives 2.084 eV. The HOMO-LUMO gap is 9.965 eV. Its SMILES is CC#CC1CC1.


ORCA calculation (ωB97M-V with the def2-TZVPD basis set) on C6H8 in the gas phase in a non-equilibrium geometry.

The geometry in XYZ format:
```
14
Properties=species:S:1:pos:R:3:lowdin_charge:R:1
C -1.35817 -0.68596 0.05889 -0.162
C -1.18913 0.84105 -0.13625 -0.127
C -0.01136 1.41507 -0.02516 -0.105
C 1.32915 0.62934 0.07156 -0.185
C 1.19321 -0.84269 -0.11885 -0.124
C 0.00682 -1.41084 -0.09328 -0.112
H -1.73993 -0.82836 1.18656 0.148
H -2.13514 -1.03626 -0.62572 0.090
H -2.08587 1.47390 -0.17195 0.098
H 0.17800 2.48395 -0.11809 0.096
H 1.85701 1.09388 -0.76088 0.102
H 1.90282 0.81982 0.94611 0.095
H 2.09295 -1.49654 -0.09884 0.114
H -0.04035 -2.45636 -0.11409 0.072
```

The value obtained for the LUMO energy is 1.16 eV. The value obtained for the HOMO energy is -8.98 eV. For the energy above the lowest of the compared OMol25 structures with the same formula, charge and spin, the calculation gives 0.546 eV. The HOMO-LUMO gap is 10.140 eV. Its SMILES is C1=CCC=CC1.


> Which value of HOMO-LUMO gap does entry 1 give?

9.965 eV


> Which formula does entry 2 have?

C6H8